1.
The following is a DFT calculation (ωB97M-V/def2-TZVPD) of 4 unconnected molecules or ions with the total composition CH13N9 in a non-equilibrium geometry.

As for the charge: +2. The value obtained for the LUMO energy is -7.4 eV. Its HOMO energy is -13.08 eV.

Geometry as XYZ:
```
23
Properties=species:S:1:pos:R:3:mulliken_charge:R:1
N -7.628 -0.038 0.448 0.64
N -8.708 -0.532 -0.204 -0.40
N -7.564 1.126 0.807 -0.42
N 5.461 1.710 -1.473 -0.50
N 2.376 -2.381 1.786 -0.48
N 2.174 0.783 0.272 0.96
N 1.286 0.665 1.009 -0.69
N 3.012 1.113 -0.396 -0.63
N 2.870 -1.617 0.777 0.00
C 3.170 -2.273 -0.275 -0.36
H 2.591 -2.199 2.735 0.21
H 2.799 -3.288 -0.345 0.23
H 4.562 1.473 -0.917 0.36
H 5.190 2.328 -2.238 0.36
H -9.458 0.027 -0.583 0.25
H 6.016 2.161 -0.698 0.42
H 2.206 -3.345 1.691 0.20
H 6.135 0.892 -1.475 0.40
H -8.379 1.652 0.495 0.32
H 0.321 1.021 0.809 0.31
H -8.908 -1.523 -0.455 0.30
H 3.287 -1.837 -1.264 0.22
H -6.990 -0.822 0.614 0.31
```



2.
The following is a DFT calculation (ωB97M-V/def2-TZVPD) of a molecular structure, C28H28BN7O4Re in a non-equilibrium geometry.

As for the charge: +2. Its multiplicity is 4. The value obtained for the LUMO energy (spin up / spin down) is -5.6 / -7.1 eV. Its HOMO energy (spin up / spin down) is -12.53 / -12.68 eV.

Geometry as XYZ:
```
69
Properties=species:S:1:pos:R:3:mulliken_charge:R:1
Re 0.771 -0.392 -0.783 1.23
O -0.418 -3.303 -0.172 -0.58
O 0.220 -2.197 1.739 0.00
O 1.231 -1.573 -2.557 -0.63
O 0.727 -2.012 -4.707 -0.34
N 2.578 -0.516 1.470 0.32
N 0.289 1.052 0.352 0.01
N -1.127 -0.825 -1.914 -0.89
N 2.450 -0.765 0.091 -0.44
N 1.071 1.074 -2.294 -0.44
N 0.137 2.115 -2.347 0.50
N -0.830 -1.099 -3.287 -0.16
C -0.624 -3.275 2.094 0.39
C -2.007 -4.734 3.269 -0.71
C 3.414 -1.711 -0.284 -0.32
C -4.297 4.010 -1.284 -1.61
C 0.445 2.910 -3.401 -0.01
C -2.858 2.980 0.526 -0.88
C 1.548 2.325 -4.070 -1.32
C 0.076 -1.328 -5.845 -0.78
C 1.598 1.638 4.354 0.21
C 0.576 2.537 2.299 -0.65
C -0.841 1.765 -0.082 1.02
C -1.856 2.115 0.847 -0.54
C -3.084 3.219 -0.837 0.37
C 3.627 -1.291 1.913 0.07
C -0.922 2.232 -1.450 -0.30
C 0.381 -1.638 -3.524 0.57
C -2.131 2.885 -1.749 -0.76
C 2.078 0.600 3.551 -1.21
C 1.872 0.445 2.179 1.17
C -1.277 -3.542 3.302 -0.81
C 0.870 1.303 1.627 1.17
C 1.991 1.276 -3.249 -0.31
C -1.937 -4.985 0.798 -1.08
C -1.029 -3.913 0.899 0.94
C 2.241 1.837 5.721 -1.35
C 4.151 -2.042 0.831 -1.05
C -2.370 -5.365 2.067 -0.35
C 0.870 2.650 3.671 -1.10
B 0.243 -2.024 0.336 1.04
H 3.286 1.556 5.796 0.38
H -4.239 4.259 -2.335 0.37
H -0.902 -1.725 -6.080 0.35
H 2.885 0.680 -3.305 0.51
H -0.108 3.795 -3.559 0.58
H -1.822 1.717 1.865 0.69
H 0.039 -0.267 -5.684 0.32
H -0.001 3.336 1.812 0.56
H -3.064 -6.156 2.178 0.44
H 2.154 2.911 6.030 0.36
H 0.729 -1.462 -6.691 0.30
H -1.826 -0.092 -1.812 0.38
H 1.721 1.266 6.479 0.33
H -5.206 3.424 -1.206 0.34
H -4.416 4.918 -0.707 0.41
H -2.266 3.126 -2.800 0.42
H 0.765 3.567 4.242 0.37
H -3.527 3.400 1.263 0.48
H -2.316 -5.460 -0.113 0.42
H 3.854 -1.357 2.948 0.43
H -2.266 -5.229 4.187 0.42
H 4.938 -2.842 0.804 0.38
H 3.455 -2.157 -1.284 0.47
H 2.771 -0.144 3.977 0.24
H -1.610 -1.574 -1.369 0.45
H -1.592 -1.494 -3.859 0.33
H 1.896 2.507 -5.091 0.44
H -1.180 -2.944 4.214 0.42
```



3.
The following is a DFT calculation (ωB97M-V/def2-TZVPD) of a molecular structure, F4IMnN2O8S4 in a non-equilibrium geometry.

As for the charge: -1. Its multiplicity is 6. The value obtained for the LUMO energy (spin up / spin down) is 1.8 / 1.3 eV. Its HOMO energy (spin up / spin down) is -6.31 / -6.34 eV.

Geometry as XYZ:
```
20
Properties=species:S:1:pos:R:3:mulliken_charge:R:1
I -0.554 1.586 -3.077 -0.40
Mn -0.581 0.885 -0.398 0.72
S 2.657 0.077 -0.371 1.13
S -1.452 -1.669 1.262 0.99
S 2.155 2.456 0.425 0.95
S -3.049 -1.430 -0.547 0.92
F 1.888 -1.104 -1.091 -0.26
F -3.396 -0.306 -1.620 -0.25
F 0.100 -1.231 1.486 -0.26
F 0.813 3.046 1.083 -0.31
O -4.167 -1.356 0.359 -0.55
O -1.295 -3.084 1.164 -0.52
O 3.060 -0.557 0.860 -0.59
O 2.376 3.306 -0.699 -0.50
O -2.136 -1.094 2.391 -0.54
O 3.099 2.432 1.489 -0.51
O -2.979 -2.685 -1.235 -0.55
O 3.693 0.472 -1.263 -0.57
N 1.372 1.035 -0.036 0.05
N -1.605 -0.781 -0.182 0.03
```



4.
The following is a DFT calculation (ωB97M-V/def2-TZVPD) of a single C5H11NO2 molecule in a non-equilibrium geometry.

As for the charge: 0. The value obtained for the LUMO energy is -0.7 eV. Its HOMO energy is -8.53 eV.

Geometry as XYZ:
```
19
Properties=species:S:1:pos:R:3:mulliken_charge:R:1
O 1.827 -1.073 0.117 -0.47
O -2.684 -1.737 -0.156 -0.65
N -0.931 -0.358 -1.074 -0.18
C 0.215 1.149 1.627 -1.12
C -0.128 1.527 0.138 -0.51
C 0.080 0.344 -0.762 -0.03
C -1.458 -1.863 -0.364 -0.04
C 1.503 -0.148 -0.947 -0.40
H 0.948 -1.065 0.514 0.30
H 0.194 2.050 2.233 0.36
H 1.727 -0.577 -1.923 0.34
H 2.212 0.688 -0.874 0.27
H -0.516 0.427 1.987 0.28
H -1.848 0.060 -1.199 0.32
H -0.745 -1.984 0.478 0.18
H 1.261 0.888 1.465 0.35
H -1.108 1.997 0.025 0.42
H -1.171 -2.603 -1.146 0.27
H 0.622 2.278 -0.138 0.33
```



5.
The following is a DFT calculation (ωB97M-V/def2-TZVPD) of a molecular structure, C45H55BCaCl7N8O2 in a non-equilibrium geometry.

As for the charge: -1. The value obtained for the LUMO energy is 2.3 eV. Its HOMO energy is -5.90 eV.

Geometry as XYZ:
```
119
Properties=species:S:1:pos:R:3:mulliken_charge:R:1
Ca -0.978 -0.656 0.247 3.30
Cl -1.912 1.916 -2.072 -0.07
Cl -4.709 3.002 -2.671 -0.22
Cl -6.889 -1.646 -1.043 -0.23
Cl -4.127 -2.651 -0.173 -0.14
Cl -4.181 -2.893 3.671 -0.20
Cl -7.221 1.221 -2.212 -0.23
Cl -1.685 -3.687 4.939 -0.19
O -1.709 -2.271 1.419 -0.87
O -1.398 -1.157 3.350 -0.60
N 1.405 1.481 -1.013 0.79
N 0.729 -3.288 -1.139 0.72
N -1.439 -3.558 -2.882 0.23
N 1.013 -0.623 1.498 -0.10
N 1.649 0.564 1.330 0.54
N -0.315 2.212 0.761 0.75
N -1.360 1.419 1.114 -0.73
N 0.807 0.448 -1.657 1.07
C 0.230 -4.485 -1.448 0.48
C 3.005 3.405 -1.536 1.42
C 2.009 -3.199 -0.797 -0.30
C 2.463 -3.063 4.029 -2.15
C 2.935 -0.643 2.640 -1.01
C 3.802 1.707 2.111 1.70
C -3.267 0.901 -1.689 0.90
C -0.816 -0.403 -4.150 -1.24
C -3.807 1.831 1.728 1.33
C -5.651 0.623 -1.817 0.45
C -3.983 0.378 2.137 -0.94
C -4.274 2.724 2.886 -1.70
C 2.327 -5.545 -0.976 -0.66
C 2.823 0.571 2.000 0.13
C 2.497 4.613 -2.335 -1.68
C -2.475 -3.301 3.401 0.23
C -1.129 -4.547 -2.045 0.64
C -4.525 1.409 -2.020 -0.35
C 0.711 -0.326 -4.087 0.29
C -4.216 -1.092 -0.936 0.65
C 0.999 -5.646 -1.353 -0.94
C -3.148 -5.713 -2.574 -0.59
C -3.457 -4.697 -3.463 -0.83
C -2.572 -3.634 -3.564 -0.01
C -2.406 2.220 1.333 -0.51
C 2.077 1.596 -3.099 -1.04
C 1.770 -1.360 2.329 -0.75
C 1.190 0.521 -2.935 -0.12
C -5.493 -0.650 -1.285 -0.21
C -0.570 5.750 -0.319 -1.89
C 1.313 -1.729 -4.086 -1.11
C 3.692 2.349 3.499 -1.55
C -0.693 3.508 0.766 0.28
C -1.776 -2.100 2.668 0.02
C 2.192 2.184 -1.857 0.15
C 2.856 -4.293 -0.715 -1.10
C -2.019 3.553 1.132 -1.00
C 5.229 1.222 1.843 -1.79
C 0.725 5.274 1.790 -1.64
C 4.492 3.183 -1.836 -1.61
C 0.916 -3.825 2.253 -0.65
C -1.968 -5.642 -1.853 -1.01
C 1.358 -2.613 3.072 1.88
C -3.040 -0.353 -1.108 -1.18
C 0.189 4.688 0.478 2.82
B 1.143 1.758 0.489 -1.53
H -1.123 -1.024 -4.996 0.60
H 2.918 3.631 -0.472 -0.29
H 0.576 -6.604 -1.623 0.53
H 2.677 2.711 3.672 0.39
H -5.029 0.189 2.379 0.46
H 4.388 3.186 3.590 0.39
H 5.540 0.485 2.586 0.37
H -1.377 6.178 0.278 0.46
H 4.639 2.934 -2.888 0.30
H -2.636 4.432 1.207 0.37
H 0.103 6.560 -0.608 0.40
H -2.451 -4.192 2.785 0.23
H -1.250 0.590 -4.271 0.38
H 3.361 -3.343 3.472 0.39
H -4.451 2.029 0.862 -0.08
H 5.924 2.063 1.886 0.38
H -5.281 2.438 3.197 0.46
H -4.287 3.780 2.616 0.36
H 2.652 4.451 -3.403 0.39
H 3.042 5.515 -2.043 0.42
H 3.571 2.469 1.369 -0.90
H 3.751 -0.947 3.273 0.61
H 0.511 -2.300 3.684 -0.31
H -1.209 -0.845 -3.234 -0.21
H -4.376 -4.710 -4.033 0.41
H 0.233 -3.545 1.462 -0.38
H -2.775 -2.796 -4.225 0.26
H 1.066 0.186 -4.987 0.44
H 2.559 1.910 -4.011 0.54
H -1.710 -6.423 -1.149 0.46
H -3.377 0.166 3.014 0.27
H 5.050 4.096 -1.619 0.46
H 0.403 -4.531 2.911 0.36
H 0.844 -2.305 -3.302 -0.23
H 2.718 -2.281 4.746 0.41
H -0.108 5.578 2.427 0.38
H 1.431 4.781 -2.177 0.26
H 1.126 -2.222 -5.044 0.52
H -3.607 2.593 3.741 0.39
H -3.692 -0.307 1.342 -0.34
H 2.394 -1.694 -3.921 0.39
H 2.123 -3.935 4.590 0.43
H 4.900 2.373 -1.229 0.26
H 1.314 4.534 2.335 0.19
H 2.367 -2.199 -0.574 0.26
H 1.779 -4.332 1.822 0.45
H 1.036 4.361 -0.121 -1.57
H 1.812 2.689 0.805 -0.57
H 3.923 1.617 4.275 0.31
H -3.817 -6.554 -2.439 0.40
H 3.895 -4.170 -0.441 0.47
H 5.298 0.763 0.855 0.39
H 2.943 -6.433 -0.907 0.39
H -1.005 5.317 -1.222 0.38
H 1.353 6.146 1.591 0.40
```



Looking at relative energy (zero: lowest compared OMol25 entry of this formula, charge and spin) for the records above, in order, we have 42.02 23.46 10.36 100.39 30.32 kcal per mole.
Looking at DFT total energy for the records above, in order, we have -14636.458 -50901.708 -112994.151 -10944.914 -170355.512 eV.